The following is a DFT calculation (ωB97M-V with the def2-TZVPD basis set) of C29H41N7O3PPbS3Te as an isolated structure.

```
86
Properties=species:S:1:pos:R:3
Pb -0.73743 1.02141 0.20243
Te -0.15285 -4.32365 -1.13913
S -3.78657 1.12854 -0.89118
S 1.16156 3.31512 -4.40937
S -0.84685 2.67517 -2.27927
P -0.64812 -3.04676 0.79165
O -1.52697 -3.95035 1.81404
O 0.65996 -2.88979 1.71576
O -1.29278 -1.70863 0.63794
N 1.78705 3.20424 -1.89907
N 1.06366 0.02995 -1.01598
N -3.22294 -1.32182 -1.73301
N -1.98685 3.74636 0.96658
N 1.21622 0.26103 1.77349
N -3.18177 0.32672 -3.32867
N 0.86054 3.07003 0.75037
C -2.46538 0.80490 3.98597
C -0.20058 0.01019 3.70715
C -2.88099 -4.22026 1.46116
C -2.87746 -2.31337 -2.73834
C 0.77007 3.06814 -2.69974
C 2.81714 3.60161 -3.98449
C -1.87830 -1.71555 -3.71125
C 1.63994 -3.92730 1.81162
C 0.35047 4.44014 0.67602
C 3.04812 -1.06686 -1.14265
C 4.20005 3.66806 -2.00336
C -0.61761 -1.26058 4.07593
C 2.54894 -0.90335 -2.43907
C -1.13590 1.04109 3.67176
C 2.11341 -0.47476 -0.29132
C 5.14790 4.06850 -4.19115
C 3.91182 3.89140 -4.78957
C -0.94891 4.64351 1.44975
C -3.38222 -0.03342 -2.05037
C -1.94634 -1.50162 4.39558
C -2.87337 -0.47161 4.34863
C -3.33258 -5.44974 2.21573
C 2.12177 -0.37966 1.13096
C 2.94777 3.49148 -2.59050
C 2.40799 -3.73131 3.10023
C 5.28853 3.95564 -2.80557
C -2.47825 -0.46474 -4.33388
C 1.20806 0.27213 3.22338
C 1.33347 -0.22994 -2.30459
H -2.72150 -6.30758 1.93428
H 3.96645 -1.55066 -0.84336
H 3.80250 3.97228 -5.86382
H -3.78239 -2.64039 -3.26434
H 2.29195 -3.86895 0.93732
H 1.15046 -4.90344 1.79429
H 1.51640 1.26311 3.58378
H -1.69562 0.16423 -4.76323
H 2.99466 -1.23852 -3.36233
H -2.95339 -4.38993 0.38083
H 1.90971 -0.46212 3.63919
H 0.65208 0.08960 -3.08163
H -1.21702 5.70704 1.37458
H 1.75768 -3.86156 3.96659
H -3.27377 1.31841 -3.47933
H 0.09065 -2.07709 4.06102
H -3.48912 -3.34665 1.71508
H 2.93856 -0.88203 1.66276
H 1.08293 5.17857 1.02469
H -3.02725 -1.51632 -0.75872
H -1.63952 -2.43388 -4.49668
H 6.26458 4.08760 -2.35537
H -3.23876 -5.29670 3.29209
H -2.84689 3.82872 1.49246
H -0.95627 -1.49296 -3.17031
H -3.18647 1.61128 3.93075
H 0.16161 4.64752 -0.37966
H 4.30044 3.56296 -0.93078
H -0.78629 4.43563 2.51341
H 6.01258 4.29056 -4.80377
H -3.17008 -0.73417 -5.13816
H -2.26005 -2.50633 4.64980
H 2.84439 -2.73215 3.14470
H -2.18970 3.89793 -0.01800
H 3.21772 -4.46084 3.16564
H -3.91393 -0.66414 4.57803
H 1.32342 2.86291 1.62627
H -4.37652 -5.67364 1.98725
H 1.50969 2.90479 -0.02199
H -2.44380 -3.16795 -2.22283
H -0.82353 2.03460 3.36492
```

Properties
ΔE to the lowest compared entry with this formula, charge and spin (eV): 0.376
HOMO level (Eh): -0.1591
Total charge: -1
Max |F| (eV Å⁻¹): 0.378
Kohn-Sham gap (Ha): 0.2500
Energy (hartree): -3735.76881